4 unconnected molecules or ions with the total composition C4H17NO3 in a non-equilibrium geometry, computed with the ωB97M-V functional and the def2-TZVPD basis.

Each line ends with the Mulliken charge.
Cartesian coordinates (Å):
C: -0.64526 3.00911 -0.26199  -1.122
C: 0.16126 1.93713 0.53821  -1.137
C: -0.57375 0.83545 1.27054  -1.006
N: -0.38491 -0.48733 0.59009  1.383
C: -1.34972 -1.56195 1.27726  -2.303
H: -1.34030 3.40062 0.45715  0.471
H: 0.05218 3.61718 -0.76762  0.430
H: -1.19635 2.51545 -1.04966  0.053
H: 0.98633 1.58077 -0.14332  0.085
H: 0.78152 2.43888 1.26275  0.500
H: -0.26012 0.68615 2.28384  0.895
H: -1.64518 1.09037 1.43575  0.302
H: -0.62822 -0.52412 -0.44393  -0.277
H: -0.82922 -1.78752 2.22104  0.560
H: -2.43308 -1.28311 1.29833  0.487
H: -1.37531 -2.46843 0.69090  0.343
H: 2.81671 -1.92559 2.16382  0.607
H: 1.77719 -1.54145 0.93302  0.010
O: 2.66351 -1.68695 1.23606  -0.862
H: 1.83989 -1.80403 -1.34375  0.513
H: 1.22139 -0.46662 -0.66790  0.120
O: 1.32663 -0.95443 -1.45593  -0.791
H: -1.67675 0.44579 -2.79195  0.335
H: -0.64093 -0.57243 -2.65414  0.250
O: -1.52896 -0.52225 -2.77501  -0.846

Cartesian forces (eV/Å) of the 6 atoms listed first:
C 0.0 -2.8 1.1
C 1.4 0.5 -1.0
C -1.1 -1.1 -1.4
N -2.7 -1.4 0.3
C 1.5 1.5 -1.1
H -0.3 1.1 -0.1

Calculated values
frontier orbital gap (alpha / beta) = 2.3 / 9.3 eV
multiplicity = 2
charge = -1
energy above the lowest of the compared OMol25 structures with the same formula, charge and spin = 31.41 kcal/mol
largest force on an atom = 4.72 eV/Å